# C33H37N4PSSeTl

A molecular structure, C33H37N4PSSeTl (wB97M-V/def2-TZVPD, the Open Molecules 2025 dataset).

```
78
Properties=species:S:1:pos:R:3:lowdin_charge:R:1
Tl -0.348 -0.927 -0.388 0.37
Se -0.827 -3.502 -0.574 0.69
S -1.376 0.765 -2.266 0.63
P -1.091 0.789 1.512 1.03
N -5.060 -4.711 -2.197 0.06
N -0.208 -0.889 -3.999 0.04
N 0.452 -1.810 2.019 0.00
N 0.933 1.042 -3.543 0.05
C -2.836 1.222 1.686 -0.36
C 0.857 -1.420 -4.853 -0.13
C -0.101 -1.016 5.623 -0.05
C 1.558 3.839 2.148 -0.07
C 2.097 0.644 -4.337 -0.14
C 4.475 1.748 -0.838 -0.04
C 4.317 0.232 -0.669 -0.62
C 1.245 4.715 1.119 -0.07
C 1.708 -0.403 -0.684 -0.16
C 2.885 -0.116 -0.677 -0.13
C 0.242 4.395 0.212 -0.06
C -1.069 0.725 4.290 -0.07
C -3.765 0.197 1.507 -0.08
C -0.791 0.189 5.533 -0.06
C -0.125 0.267 -3.349 -0.82
C 2.182 -0.870 -4.354 -0.16
C -4.409 -3.678 -2.730 -0.14
C -5.544 1.721 2.033 -0.06
C -3.267 2.502 2.027 -0.08
C 0.861 2.646 2.285 -0.07
C -5.116 0.446 1.686 -0.06
C -3.172 -3.238 -2.282 -0.11
C -2.581 -3.904 -1.218 -0.65
C -0.158 2.333 1.390 -0.36
C -3.252 -4.970 -0.640 -0.12
C 0.041 -1.128 3.220 -0.30
C -0.656 0.074 3.123 -0.30
C -4.481 -5.336 -1.174 -0.14
C 4.920 -0.208 0.674 -0.05
C -4.623 2.746 2.200 -0.06
C 0.310 -1.668 4.475 -0.02
C 5.022 -0.506 -1.814 -0.04
C -0.454 3.204 0.339 -0.11
H 2.005 1.038 -5.351 0.13
H 0.167 -2.784 2.065 0.05
H 2.345 4.084 2.850 0.11
H 5.533 2.015 -0.823 0.09
H 6.096 -0.311 -1.778 0.09
H -6.600 1.918 2.166 0.11
H -2.834 -5.509 0.199 0.10
H 1.782 5.650 1.024 0.11
H 4.925 -1.296 0.755 0.09
H 0.681 -1.127 -5.890 0.13
H 1.466 -1.811 1.934 0.10
H 2.984 1.086 -3.886 0.11
H -1.620 1.655 4.213 0.11
H -5.033 -6.167 -0.748 0.11
H -1.118 0.700 6.428 0.11
H 1.110 1.964 3.088 0.11
H -3.427 -0.796 1.226 0.10
H 0.113 -1.448 6.592 0.11
H -1.228 2.951 -0.374 0.07
H 4.862 -1.581 -1.734 0.09
H 0.003 5.077 -0.594 0.11
H 3.970 2.284 -0.032 0.08
H -1.043 -1.431 -3.848 0.11
H 2.351 -1.228 -3.335 0.10
H 3.003 -1.205 -4.986 0.13
H -2.552 3.304 2.158 0.11
H -4.959 3.739 2.467 0.11
H 4.647 -0.174 -2.785 0.07
H 0.834 -2.506 -4.798 0.13
H 0.843 -2.609 4.542 0.12
H 0.976 1.871 -2.973 0.14
H -4.898 -3.182 -3.561 0.11
H -2.690 -2.390 -2.750 0.07
H -5.836 -0.351 1.551 0.11
H 4.049 2.083 -1.786 0.07
H 5.950 0.146 0.753 0.09
H 4.349 0.203 1.508 0.08
```

Summary:
Kohn-Sham gap: 0.285 Eh
largest force on an atom: 0.405 eV Å⁻¹
total charge: +1
energy: -130940.3072 eV
multiplicity: 1